[1]
Computed, not measured: 2 unconnected molecules or ions with the total composition CH4N4, with ωB97M-V with the def2-TZVPD basis set.

E_LUMO, eV: 0.900
HOMO energy, eV: -10.336
SMILES string: [H]/N=N\N.C#N
Orbital gap, eV: 11.2
Energy above the lowest of the compared OMol25 structures with the same formula, charge and spin, eV: 3.616

Element x y z (Å)
C1 1.881259 -0.391461 -0.565075
N1 2.517978 0.560026 -0.568330
N2 -0.863847 -0.474756 -0.984988
N3 -0.738621 -0.701195 0.227841
N4 -0.955100 0.287847 1.033839
H1 1.256401 -1.214308 -0.666382
H2 -1.174099 0.559376 -1.133512
H3 -1.137320 1.188899 0.606565
H4 -0.786655 0.185573 2.050041

Forces on the atoms, in the same order (eV/Å):
C 1.11 0.97 -0.30
N 0.04 0.03 0.21
N -0.76 0.96 -0.36
N -0.10 -0.62 -0.78
N -0.18 0.93 2.31
H -0.45 -1.06 -0.02
H 0.49 -1.44 0.00
H -0.01 0.22 0.33
H -0.15 0.00 -1.38

Atom charges from the Mulliken analysis, given in e for atoms 1 to 2: 0.020, -0.372

[2]
Computed, not measured: 2 unconnected molecules or ions with the total composition CH4N4, with ωB97M-V with the def2-TZVPD basis set.

E_LUMO (alpha / beta), eV: -0.982 / -1.134
HOMO energy (alpha / beta), eV: -9.920 / -9.910
Orbital gap (alpha / beta), eV: 8.9 / 8.8
Energy above the lowest of the compared OMol25 structures with the same formula, charge and spin, eV: 6.993

Element x y z (Å)
C1 1.276753 -0.278447 -0.065094
N1 -1.890666 1.000292 0.082315
N2 0.629157 0.480470 0.884336
N3 -1.877818 -0.159369 -0.056087
N4 -1.804350 -1.237874 -0.234955
H1 1.214224 0.105194 -1.051147
H2 1.058696 -1.320219 0.074698
H3 2.385630 -0.044956 0.086673
H4 -0.991627 1.454907 0.279262

Forces on the atoms, in the same order (eV/Å):
C 2.05 0.91 1.38
N -1.16 5.05 0.45
N 0.03 0.39 0.27
N 1.26 -0.06 -0.10
N -0.38 -4.38 -0.54
H -0.85 0.16 -1.49
H 0.04 -0.80 -0.33
H -0.75 -0.71 0.26
H -0.25 -0.56 0.10

Atom charges from the Mulliken analysis, given in e for atoms 1 to 2: -0.599, -0.838

[3]
Computed, not measured: CH4N4S in the gas phase, with ωB97M-V with the def2-TZVPD basis set.

E_LUMO, eV: 0.292
HOMO energy, eV: -8.820
SMILES string: NN1CSN=N1
Orbital gap, eV: 9.1
Energy above the lowest of the compared OMol25 structures with the same formula, charge and spin, eV: 2.541

Element x y z (Å)
C1 0.372359 -1.084276 0.052645
N1 -0.224025 1.015601 1.084133
N2 -1.100896 0.398061 1.712222
N3 0.495465 0.284441 0.051264
N4 0.220162 0.850448 -1.266890
S1 -1.383608 -1.167593 1.371262
H1 0.281724 -1.423913 -0.996667
H2 1.079180 -1.610092 0.724283
H3 1.004922 1.468916 -1.482396
H4 -0.745284 1.268407 -1.249856

Forces on the atoms, in the same order (eV/Å):
C -1.17 -0.90 1.22
N -0.01 0.82 0.48
N 0.95 0.74 -1.08
N -0.20 1.05 -0.96
N -0.75 -0.27 1.35
S 1.09 -1.50 -1.28
H -0.18 -0.32 0.95
H -0.53 0.25 -0.63
H -0.90 0.19 0.14
H 1.70 -0.06 -0.18

Atom charges from the Mulliken analysis, given in e for atoms 1 to 2: -0.458, -0.431

[4]
Computed, not measured: CH4N4S2 in the gas phase, with ωB97M-V with the def2-TZVPD basis set.

E_LUMO (alpha / beta), eV: -1.084 / -0.834
HOMO energy (alpha / beta), eV: -7.759 / -8.299
SMILES string: N[C@@H]1NN=[N+]([S-])S1
Orbital gap (alpha / beta), eV: 6.7 / 7.5
Energy above the lowest of the compared OMol25 structures with the same formula, charge and spin, eV: 3.376

Element x y z (Å)
C1 -0.785378 0.401773 -0.308758
N1 0.689549 -1.334574 -0.141012
N2 -0.419307 -0.889402 -0.686807
N3 1.703927 -0.007422 -0.023945
N4 -1.068882 0.449852 1.016149
S1 3.222875 -0.301747 0.322183
S2 0.978661 1.465529 -0.430057
H1 -1.462008 0.809333 -0.980422
H2 -0.398042 -0.928893 -1.693646
H3 -2.063215 0.464915 1.366951
H4 -0.398175 -0.129369 1.559369

Forces on the atoms, in the same order (eV/Å):
C 1.36 -0.02 1.13
N 2.84 1.73 1.11
N 0.19 0.45 -1.63
N -2.11 -2.31 -1.06
N -1.53 0.45 3.17
S 0.58 0.09 0.36
S -0.77 -1.31 -0.14
H -1.35 0.96 -0.97
H 0.08 -0.48 -0.81
H 1.85 -0.15 -0.82
H -1.14 0.61 -0.34

Atom charges from the Mulliken analysis, given in e for atoms 1 to 2: -0.225, -0.466